The following is a DFT calculation (ωB97M-V/def2-TZVPD) of a structure of composition C22H24N4O5 in a non-equilibrium geometry.

The geometry in XYZ format:
```
55
Properties=species:S:1:pos:R:3:lowdin_charge:R:1
C 0.638 6.022 0.255 -0.15
H 0.529 5.985 1.240 0.04
O -0.368 5.711 -0.616 -0.09
C -0.953 4.326 -0.461 -0.16
C -2.084 3.848 -1.374 0.01
C -2.705 2.673 -1.098 0.00
C -2.209 1.688 -0.118 -0.14
C -1.050 2.167 0.413 -0.20
C -0.527 3.443 0.345 -0.01
H 0.413 3.623 1.044 0.16
O -0.660 1.391 1.418 -0.06
C 0.448 1.528 2.072 -0.19
H 0.695 0.361 2.680 0.18
H 1.456 1.636 1.577 0.10
H 0.421 2.288 2.695 0.03
N -2.707 0.461 -0.114 0.08
N -1.669 -0.607 -0.181 0.26
C -2.029 -1.757 -0.080 -0.31
C -3.249 -2.060 -0.183 -0.07
C -3.761 -3.467 0.049 0.02
C -5.111 -3.858 -0.113 -0.02
C -6.170 -2.773 0.136 0.06
C -5.705 -1.425 -0.009 -0.02
C -4.415 -1.123 0.056 0.05
C -4.007 0.420 -0.403 -0.46
O -4.728 1.182 -0.137 0.23
H -6.429 -0.938 -0.066 0.00
H -7.056 -2.990 -0.013 0.00
H -5.430 -4.931 0.124 0.11
H -2.929 -4.309 -0.007 0.13
C -0.785 -2.491 -0.178 -0.22
O -0.840 -3.808 -0.556 -0.05
N 0.338 -1.924 0.328 0.16
H 0.254 -1.083 0.395 -0.01
C 1.576 -2.637 0.277 0.00
H 1.670 -3.128 -0.478 0.04
H 1.855 -3.062 1.057 0.06
C 2.670 -1.478 0.306 -0.43
O 2.410 -0.269 0.153 0.04
N 3.772 -1.866 -0.153 0.03
H 4.092 -3.070 -0.159 0.29
C 4.919 -1.098 -0.253 -0.28
C 5.482 -1.456 -1.875 -0.03
H 5.858 -2.587 -1.990 0.11
H 6.319 -0.699 -2.181 0.10
H 4.957 -1.277 -2.648 -0.05
C 6.211 -1.573 0.600 0.01
H 7.118 -0.962 0.445 0.11
H 5.763 -1.201 1.453 0.06
H 6.328 -2.432 0.532 -0.07
H 4.742 -0.087 -0.443 0.11
H -3.470 2.540 -1.816 0.10
H -2.327 4.830 -1.986 0.15
H 1.532 5.322 0.053 0.13
H 0.906 6.982 -0.011 0.07
```

Summary:
- E_LUMO (hartree) = -0.0262
- frontier orbital gap (eV) = 7.06
- total charge = 0
- strongest force on any atom (eV Å⁻¹) = 17.0
- multiplicity = 1
- relative energy (zero: lowest compared OMol25 entry of this formula, charge and spin) (kcal/mol) = 514.0

---

The following is a DFT calculation (ωB97M-V/def2-TZVPD) of the molecule C22H24N4O6S.

The geometry in XYZ format:
```
57
Properties=species:S:1:pos:R:3:lowdin_charge:R:1
C 2.618 3.546 -1.078 -0.07
O 2.124 3.741 0.225 -0.07
C 1.019 3.066 0.615 -0.27
C 0.555 3.353 1.902 -0.01
C -0.586 2.742 2.375 -0.08
C -1.276 1.833 1.589 -0.06
C -0.803 1.524 0.319 -0.22
N -1.516 0.578 -0.427 0.15
C -1.198 -0.018 -1.599 -0.44
O -0.260 0.267 -2.313 0.09
C -2.193 -1.123 -1.960 -0.25
C -3.459 -0.599 -2.653 -0.11
C -4.483 -1.677 -2.303 -0.15
C -4.121 -2.009 -0.856 -0.17
N -2.674 -1.799 -0.757 -0.21
S -1.784 -3.198 -0.417 0.69
O -2.306 -3.721 0.808 -0.27
O -1.732 -4.061 -1.563 -0.27
C -0.192 -2.439 -0.154 -0.28
C 0.767 -2.468 -1.146 -0.05
C 1.913 -1.715 -0.993 0.01
C 2.109 -0.935 0.148 -0.12
C 1.156 -0.974 1.190 -0.12
C -0.004 -1.725 1.011 0.01
N 1.385 -0.270 2.356 0.01
C 0.495 -0.438 3.488 0.00
C 2.447 0.585 2.512 -0.33
O 2.624 1.210 3.533 0.11
C 3.427 0.690 1.367 -0.33
O 4.378 1.436 1.435 0.11
N 3.217 -0.122 0.277 0.00
C 4.209 -0.074 -0.781 -0.02
C 0.342 2.142 -0.174 0.05
H 1.879 3.831 -1.833 0.10
H 3.491 4.191 -1.158 0.10
H 2.922 2.509 -1.242 0.08
H 1.108 4.055 2.502 0.12
H -0.946 2.975 3.365 0.11
H -2.180 1.365 1.953 0.11
H -2.306 0.160 0.050 0.14
H -1.682 -1.839 -2.615 0.15
H -3.751 0.360 -2.220 0.12
H -3.310 -0.473 -3.722 0.13
H -4.331 -2.552 -2.935 0.12
H -5.510 -1.335 -2.405 0.11
H -4.620 -1.329 -0.157 0.12
H -4.356 -3.034 -0.572 0.12
H 0.600 -3.064 -2.028 0.12
H 2.646 -1.722 -1.780 0.11
H -0.779 -1.766 1.755 0.12
H 0.931 0.116 4.319 0.10
H -0.490 -0.030 3.269 0.08
H 0.416 -1.493 3.750 0.11
H 3.752 0.228 -1.724 0.10
H 4.688 -1.047 -0.899 0.10
H 4.957 0.661 -0.485 0.09
H 0.675 1.891 -1.165 0.10
```

Summary:
- E_LUMO (hartree) = 0.0013
- frontier orbital gap (eV) = 8.45
- total charge = 0
- SMILES string = COc1cccc(NC(=O)[C@@H]2CCCN2S(=O)(=O)c2ccc3c(c2)n(C)c(=O)c(=O)n3C)c1
- strongest force on any atom (eV Å⁻¹) = 0.9
- multiplicity = 1
- relative energy (zero: lowest compared OMol25 entry of this formula, charge and spin) (kcal/mol) = 7.6

---

The following is a DFT calculation (ωB97M-V/def2-TZVPD) of a structure of composition C22H24N8O4SW in a non-equilibrium geometry.

The geometry in XYZ format:
```
60
Properties=species:S:1:pos:R:3:lowdin_charge:R:1
W 0.362 -1.906 -0.484 1.83
N 4.564 -2.624 -1.131 0.21
C 3.308 -2.376 -1.340 -0.06
N 2.415 -2.240 -0.329 -0.06
C 2.874 -2.407 1.009 -0.23
N 1.971 -2.494 1.942 0.12
N 0.729 -2.567 1.451 -0.15
C -0.224 -3.183 2.102 0.08
C -1.341 -3.565 1.280 -0.21
C -2.385 -4.388 1.661 0.10
C -3.247 -4.885 0.678 0.09
C -3.031 -4.572 -0.662 0.05
C -2.001 -3.708 -0.986 -0.04
N -1.187 -3.190 -0.034 -0.11
C 4.267 -2.601 1.261 -0.08
C 4.793 -2.732 2.551 0.05
C 6.139 -2.996 2.712 0.03
C 6.971 -3.158 1.598 0.04
C 6.472 -3.030 0.311 0.06
C 5.127 -2.745 0.143 -0.13
H 5.186 -2.727 -1.933 0.21
H 2.968 -2.263 -2.363 0.16
H -0.088 -3.527 3.123 0.18
H -2.500 -4.662 2.703 0.16
H -4.069 -5.536 0.954 0.16
H -3.665 -4.985 -1.436 0.15
H -1.815 -3.412 -2.014 0.14
H 4.136 -2.621 3.402 0.14
H 6.554 -3.084 3.707 0.14
H 8.018 -3.390 1.743 0.15
H 7.125 -3.153 -0.546 0.15
C -5.085 6.973 -1.794 -0.11
C -4.772 5.557 -1.437 -0.26
S -2.913 5.403 -1.234 0.68
O -2.457 6.415 -0.342 -0.27
O -2.332 5.213 -2.534 -0.31
C -2.579 3.782 -0.386 -0.18
C -1.320 3.252 -1.064 -0.12
N -0.676 2.113 -0.362 0.12
C -0.655 0.862 -0.781 -0.29
N 0.080 0.095 0.067 -0.09
C 0.550 0.907 1.077 0.02
C 0.097 2.152 0.808 -0.04
N 0.475 3.346 1.587 -0.31
O 1.252 3.115 2.479 0.17
O 0.002 4.397 1.240 0.18
C -1.265 0.226 -1.981 0.06
H -6.165 7.042 -1.961 0.10
H -4.639 7.291 -2.736 0.10
H -4.858 7.679 -0.999 0.09
H -4.982 4.839 -2.227 0.10
H -5.153 5.252 -0.462 0.10
H -3.445 3.129 -0.499 0.10
H -2.420 4.054 0.653 0.10
H -0.582 4.050 -1.129 0.14
H -1.551 2.933 -2.080 0.13
H 1.163 0.583 1.902 0.14
H -1.104 0.789 -2.902 0.13
H -2.336 0.045 -1.865 0.13
H -0.758 -0.767 -2.111 0.04
```

Summary:
- E_LUMO (spin up / spin down) (hartree) = -0.5506 / -0.5662
- frontier orbital gap (spin up / spin down) (eV) = 3.08 / 2.65
- total charge = +4
- <S²> = 2.045
- strongest force on any atom (eV Å⁻¹) = 2.9
- multiplicity = 3

---

The following is a DFT calculation (ωB97M-V/def2-TZVPD) of a structure of composition C22H24NO4PdS in a non-equilibrium geometry.

The geometry in XYZ format:
```
53
Properties=species:S:1:pos:R:3:lowdin_charge:R:1
Pd -0.707 -0.686 -0.046 1.02
C -1.281 -0.702 2.271 -0.13
C -1.071 0.673 1.928 -0.12
C -2.066 1.047 0.980 -0.15
H -0.339 1.344 2.362 0.11
C -2.845 -0.110 0.668 -0.17
C -2.368 -1.194 1.485 -0.16
H -2.776 -2.198 1.534 0.11
H -0.773 -1.251 3.052 0.10
H -2.263 2.057 0.645 0.08
H -3.686 -0.136 -0.019 0.10
C 0.248 -2.285 -1.511 -0.14
C -0.839 -2.902 -0.808 -0.14
C -2.046 -2.252 -1.215 -0.17
H -0.776 -3.758 -0.144 0.11
C -1.703 -1.206 -2.123 -0.16
C -0.281 -1.210 -2.290 -0.15
H 0.299 -0.563 -2.941 0.10
H 1.277 -2.615 -1.533 0.10
H -3.052 -2.519 -0.906 0.10
H -2.406 -0.583 -2.662 0.07
O -0.680 1.450 -1.382 -0.21
C -1.665 2.314 -2.475 -0.41
C -0.944 3.573 -1.996 -0.09
C -3.097 2.135 -2.093 -0.03
C -1.293 1.868 -3.861 -0.03
C -0.055 2.705 -1.103 -0.22
H -1.588 4.254 -1.432 0.11
H -0.397 4.087 -2.790 0.11
H 0.995 2.656 -1.419 0.12
H -0.128 2.929 -0.032 0.10
H -3.713 2.723 -2.784 0.10
H -3.280 2.475 -1.070 0.08
H -3.391 1.083 -2.176 0.07
H -1.559 2.666 -4.566 0.09
H -1.843 0.963 -4.131 0.08
H -0.217 1.670 -3.933 0.10
O 1.769 1.264 0.793 -0.05
C 1.988 0.095 1.140 -0.55
N 1.180 -0.976 0.831 -0.18
S 1.593 -2.458 1.468 0.63
O 0.579 -2.930 2.379 -0.35
O 2.089 -3.378 0.472 -0.34
C 2.958 -1.738 2.314 -0.29
C 3.824 -2.405 3.177 -0.09
C 4.864 -1.669 3.760 -0.16
C 5.008 -0.298 3.468 -0.14
C 4.121 0.344 2.601 -0.06
C 3.091 -0.395 2.005 -0.20
H 3.666 -3.463 3.373 0.10
H 5.559 -2.160 4.441 0.07
H 5.823 0.261 3.930 0.08
H 4.198 1.404 2.364 0.10
```

Summary:
- E_LUMO (spin up / spin down) (hartree) = 0.0892 / 0.0669
- frontier orbital gap (spin up / spin down) (eV) = 2.86 / 6.35
- total charge = -1
- <S²> = 6.029
- strongest force on any atom (eV Å⁻¹) = 4.3
- multiplicity = 5